This record from the OMol25 dataset describes C58H59BN2O3P3S2Ti as an isolated structure. The level of theory is the ωB97M-V functional and the def2-TZVPD basis.

XYZ file:
```
129
Properties=species:S:1:pos:R:3
Ti -0.571 0.214 0.329
S -1.065 1.579 -1.577
P -2.885 1.461 -0.674
C -2.554 0.508 0.700
P -2.516 1.153 2.295
S -0.717 2.016 2.506
C -2.664 -0.175 3.536
C -3.685 -1.117 3.423
C -3.873 -2.065 4.417
C -3.043 -2.081 5.530
C -2.021 -1.150 5.644
C -1.831 -0.197 4.652
C -3.921 2.220 2.689
C -3.731 3.465 3.275
C -4.835 4.219 3.656
C -6.117 3.727 3.464
C -6.307 2.483 2.876
C -5.211 1.731 2.482
C -4.045 0.674 -1.807
C -4.688 -0.507 -1.460
C -5.536 -1.121 -2.371
C -5.737 -0.558 -3.623
C -5.096 0.627 -3.970
C -4.249 1.244 -3.062
C -3.482 3.147 -0.408
C -4.846 3.423 -0.430
C -5.293 4.708 -0.158
C -4.382 5.715 0.129
C -3.020 5.443 0.144
C -2.568 4.160 -0.124
H -4.325 -1.115 2.548
H -4.668 -2.795 4.323
H -3.196 -2.818 6.308
H -1.373 -1.158 6.513
H -1.036 0.532 4.736
H -2.726 3.838 3.427
H -4.689 5.193 4.108
H -6.974 4.314 3.770
H -7.307 2.099 2.721
H -5.358 0.765 2.010
H -4.503 -0.940 -0.483
H -6.036 -2.044 -2.104
H -6.397 -1.040 -4.333
H -5.253 1.066 -4.947
H -3.737 2.162 -3.328
H -5.556 2.638 -0.663
H -6.354 4.921 -0.174
H -4.736 6.717 0.337
H -2.309 6.229 0.363
H -1.509 3.940 -0.116
N 1.086 -1.586 2.784
P 1.750 -0.412 1.739
C 2.802 0.536 2.876
C 2.633 1.908 3.034
C 3.444 2.612 3.919
C 4.417 1.950 4.648
C 4.599 0.580 4.487
C 3.803 -0.121 3.597
C 2.989 -1.326 0.768
C 4.120 -0.657 0.300
C 5.018 -1.303 -0.539
C 4.797 -2.622 -0.910
C 3.672 -3.291 -0.446
C 2.764 -2.644 0.380
C -0.051 -2.283 2.432
C -0.347 -3.481 3.096
C -1.433 -4.219 2.695
C -2.215 -3.742 1.643
C -1.889 -2.542 1.076
N -0.821 -1.795 1.446
H 1.648 -2.023 3.502
H 1.874 2.426 2.474
H 3.307 3.680 4.036
H 5.044 2.501 5.337
H 5.368 0.062 5.046
H 3.975 -1.181 3.445
H 4.306 0.368 0.603
H 5.899 -0.779 -0.892
H 5.505 -3.129 -1.553
H 3.503 -4.324 -0.728
H 1.877 -3.169 0.717
H 0.296 -3.811 3.902
H -1.670 -5.155 3.186
H -3.078 -4.289 1.284
H -2.490 -2.127 0.283
C 2.612 6.133 -4.107
C 2.504 4.766 -3.492
C 2.652 3.615 -4.258
C 2.548 2.353 -3.700
C 2.701 1.140 -4.587
C 2.258 2.238 -2.323
C 2.045 0.911 -1.787
O 1.402 0.639 -0.782
C 2.122 3.394 -1.523
C 1.885 3.332 -0.038
C 2.256 4.631 -2.127
H 2.889 6.078 -5.158
H 3.359 6.732 -3.583
H 1.659 6.660 -4.029
H 2.855 3.710 -5.319
H 2.948 1.442 -5.603
H 1.777 0.558 -4.624
H 3.496 0.478 -4.238
H 2.463 0.071 -2.352
H 2.479 2.544 0.427
H 0.838 3.120 0.192
H 2.149 4.285 0.422
H 2.169 5.525 -1.516
C 1.006 -2.778 -4.107
C 0.107 -2.831 -2.886
C 0.270 -4.164 -2.166
O 0.533 -1.798 -1.960
B -0.592 -1.311 -1.329
O -1.743 -1.818 -1.889
C -1.382 -2.461 -3.136
C -2.310 -3.638 -3.358
C -1.581 -1.419 -4.234
H 2.031 -3.004 -3.810
H 0.989 -1.789 -4.564
H 0.690 -3.515 -4.849
H 1.317 -4.283 -1.886
H -0.018 -4.999 -2.807
H -0.336 -4.187 -1.256
H -2.290 -4.328 -2.514
H -2.034 -4.177 -4.266
H -3.330 -3.265 -3.473
H -0.954 -0.542 -4.050
H -2.623 -1.096 -4.213
H -1.355 -1.825 -5.221
```

- E_HOMO (eV) = -9.85
- total energy (hartree) = -5275.622058
- ΔE to the lowest compared entry with this formula, charge and spin (kcal per mole) = 14.0
- gap between HOMO and LUMO (eV) = 7.346
- total charge = +1

This record from the OMol25 dataset describes C58H65BBrF9N7P2SSiSr as an isolated structure. The level of theory is the ωB97M-V functional and the def2-TZVPD basis.

XYZ file:
```
146
Properties=species:S:1:pos:R:3
Sr -0.664 -0.034 0.153
C -3.247 -0.379 0.291
Si -4.067 -1.090 1.721
C -2.957 -2.399 2.527
N -1.565 -1.956 2.720
C -1.368 -0.925 3.747
C -0.936 -1.467 5.124
C -1.444 -2.889 5.334
C -0.880 -3.823 4.249
C -0.644 -3.069 2.922
C -4.629 0.175 3.018
C -4.717 -0.122 4.383
C -5.172 0.811 5.306
C -5.573 2.070 4.878
C -5.516 2.381 3.526
C -5.043 1.447 2.612
C -5.673 -2.025 1.296
C -6.922 -1.708 1.834
C -8.081 -2.355 1.414
C -8.013 -3.342 0.442
C -6.781 -3.679 -0.107
C -5.632 -3.025 0.315
H -3.660 0.611 0.046
H -3.427 -1.027 -0.578
H -2.927 -3.240 1.822
H -3.420 -2.795 3.447
H -2.289 -0.359 3.846
H -0.606 -0.220 3.391
H -1.304 -0.801 5.909
H 0.155 -1.475 5.200
H -2.537 -2.886 5.293
H -1.169 -3.249 6.328
H -1.564 -4.661 4.097
H 0.074 -4.246 4.578
H -0.725 -3.753 2.080
H 0.371 -2.668 2.895
H -4.432 -1.110 4.737
H -5.218 0.555 6.359
H -5.929 2.802 5.594
H -5.840 3.357 3.182
H -4.993 1.710 1.559
H -6.997 -0.938 2.595
H -9.040 -2.083 1.841
H -8.914 -3.846 0.111
H -6.718 -4.443 -0.873
H -4.680 -3.286 -0.140
B -2.614 3.401 -0.163
N -1.710 3.212 1.111
C -2.149 3.465 2.354
C -1.168 3.100 3.257
C -0.134 2.621 2.446
N -0.464 2.693 1.150
N -1.928 2.914 -1.484
C -2.221 3.436 -2.684
C -1.585 2.695 -3.664
C -0.894 1.720 -2.944
N -1.110 1.853 -1.633
H -2.857 4.581 -0.310
H -3.629 2.767 0.020
H -3.129 3.882 2.517
H -1.195 3.186 4.331
H 0.840 2.251 2.731
H -2.863 4.298 -2.762
H -1.605 2.859 -4.729
H -0.252 0.932 -3.312
F 6.003 3.203 -5.118
C 5.155 3.260 -4.093
C 4.973 4.453 -3.414
F 5.658 5.532 -3.789
C 4.087 4.509 -2.358
F 3.959 5.685 -1.745
C 3.371 3.396 -1.937
P 2.157 3.389 -0.532
C 1.118 4.815 -1.102
C 0.908 4.963 -2.474
C 0.115 5.985 -2.972
C -0.516 6.866 -2.106
C -0.354 6.702 -0.741
C 0.452 5.686 -0.244
C 3.260 4.105 0.790
C 2.773 4.794 1.900
C 3.630 5.306 2.865
C 5.000 5.128 2.756
C 5.499 4.382 1.697
C 4.639 3.863 0.742
C 3.573 2.204 -2.634
Br 2.682 0.599 -2.168
C 4.453 2.139 -3.705
F 4.642 1.009 -4.389
H 1.364 4.271 -3.172
H -0.025 6.077 -4.042
H -1.147 7.656 -2.494
H -0.868 7.358 -0.050
H 0.535 5.584 0.825
H 1.711 4.930 2.043
H 3.216 5.834 3.715
H 5.668 5.542 3.501
H 6.564 4.202 1.610
H 5.062 3.275 -0.063
F 1.858 -1.953 -1.315
C 1.641 -2.452 0.016
F 0.238 -2.724 -0.028
C 2.267 -3.832 -0.031
F 2.019 -4.584 -1.135
F 1.861 -4.566 1.024
F 3.613 -3.722 0.043
C 3.924 -0.267 1.271
P 2.399 -0.410 2.283
C 2.815 -1.940 3.229
C 2.835 0.734 3.686
C 1.890 0.862 4.711
C 2.135 1.638 5.832
C 3.344 2.313 5.957
C 4.290 2.202 4.950
C 4.036 1.427 3.823
H 4.806 -0.563 1.844
H 4.046 0.757 0.912
H 3.815 -0.930 0.414
H 2.834 -2.796 2.557
H 2.072 -2.115 4.007
H 3.792 -1.816 3.699
H 0.942 0.346 4.624
H 1.383 1.718 6.608
H 3.541 2.926 6.828
H 5.235 2.723 5.036
H 4.793 1.366 3.052
C -4.642 -0.935 -4.494
C -3.275 -0.365 -4.138
N -2.163 -1.219 -4.554
C -1.645 -2.214 -3.791
S -2.391 -2.724 -2.381
N -0.493 -2.743 -4.255
C 0.291 -3.752 -3.547
C -0.140 -5.177 -3.865
H -5.425 -0.228 -4.208
H -4.808 -1.868 -3.956
H -4.715 -1.125 -5.568
H -3.204 -0.211 -3.062
H -3.131 0.600 -4.622
H -1.633 -0.921 -5.356
H -0.126 -2.398 -5.126
H 0.189 -3.559 -2.485
H 1.334 -3.597 -3.818
H -1.184 -5.319 -3.587
H 0.472 -5.879 -3.294
H -0.021 -5.397 -4.929
```

- E_HOMO (eV) = -4.60
- total energy (hartree) = -7531.361054
- ΔE to the lowest compared entry with this formula, charge and spin (kcal per mole) = 26.0
- gap between HOMO and LUMO (eV) = 6.458
- total charge = -1

This record from the OMol25 dataset describes C58H65BBrF9N7P2SSiSr as an isolated structure. The level of theory is the ωB97M-V functional and the def2-TZVPD basis.

XYZ file:
```
146
Properties=species:S:1:pos:R:3
Sr -0.520 -0.548 0.223
C -2.642 0.180 -1.190
Si -3.599 1.605 -0.682
C -2.373 3.026 -0.400
N -1.255 2.706 0.497
C -1.615 2.734 1.917
C -1.930 4.140 2.439
C -0.749 5.078 2.190
C -0.341 5.035 0.719
C -0.105 3.589 0.284
C -4.679 1.287 0.840
C -5.073 2.300 1.718
C -5.878 2.037 2.818
C -6.314 0.742 3.064
C -5.950 -0.279 2.198
C -5.147 -0.004 1.097
C -4.786 2.383 -1.964
C -6.158 2.542 -1.764
C -6.984 3.063 -2.755
C -6.452 3.444 -3.978
C -5.090 3.291 -4.206
C -4.278 2.765 -3.212
H -2.253 0.393 -2.196
H -3.202 -0.761 -1.254
H -2.870 3.984 -0.178
H -1.942 3.158 -1.403
H -0.758 2.333 2.466
H -2.451 2.058 2.093
H -2.169 4.096 3.505
H -2.821 4.534 1.940
H 0.098 4.748 2.801
H -0.992 6.099 2.500
H 0.570 5.616 0.551
H -1.122 5.487 0.099
H 0.731 3.176 0.843
H 0.163 3.545 -0.768
H -4.735 3.317 1.547
H -6.158 2.841 3.489
H -6.930 0.529 3.930
H -6.284 -1.293 2.382
H -4.863 -0.813 0.433
H -6.595 2.255 -0.813
H -8.047 3.172 -2.570
H -7.094 3.848 -4.752
H -4.661 3.569 -5.162
H -3.222 2.619 -3.429
B -0.894 -4.295 -1.361
N -0.332 -3.225 -2.350
C -0.103 -3.463 -3.649
C 0.649 -2.428 -4.170
C 0.835 -1.580 -3.077
N 0.244 -2.059 -1.983
N -2.022 -3.743 -0.446
C -3.187 -4.348 -0.176
C -3.824 -3.658 0.840
C -2.942 -2.616 1.133
N -1.862 -2.678 0.358
H -1.384 -5.173 -2.036
H 0.015 -4.703 -0.681
H -0.483 -4.361 -4.106
H 0.998 -2.301 -5.181
H 1.355 -0.637 -3.039
H -3.477 -5.229 -0.725
H -4.775 -3.875 1.295
H -3.050 -1.827 1.865
F 6.016 1.093 -5.151
C 4.791 1.374 -4.719
C 3.909 2.053 -5.534
F 4.290 2.435 -6.752
C 2.640 2.339 -5.066
F 1.852 3.033 -5.890
C 2.198 1.954 -3.808
P 0.481 2.286 -3.205
C -0.589 1.994 -4.667
C -0.918 2.937 -5.643
C -1.825 2.625 -6.642
C -2.408 1.364 -6.692
C -2.085 0.418 -5.734
C -1.190 0.738 -4.721
C 0.536 4.112 -3.062
C -0.650 4.847 -3.056
C -0.640 6.206 -2.779
C 0.553 6.852 -2.489
C 1.735 6.126 -2.467
C 1.726 4.767 -2.746
C 3.122 1.299 -2.985
Br 2.787 0.830 -1.185
C 4.397 1.007 -3.446
F 5.290 0.380 -2.681
H -0.469 3.920 -5.621
H -2.076 3.370 -7.387
H -3.125 1.128 -7.469
H -2.544 -0.562 -5.747
H -0.975 0.002 -3.957
H -1.596 4.357 -3.257
H -1.573 6.756 -2.780
H 0.559 7.912 -2.269
H 2.670 6.616 -2.224
H 2.657 4.215 -2.705
F 1.153 -0.044 3.246
C 1.485 0.723 2.106
F 2.617 0.003 1.561
C 2.223 1.898 2.747
F 1.376 2.669 3.468
F 2.792 2.691 1.814
F 3.218 1.546 3.596
C 2.600 -2.625 3.089
P 1.476 -2.747 1.643
C 2.635 -3.420 0.394
C 0.520 -4.222 2.180
C -0.601 -3.976 2.972
C -1.388 -5.014 3.443
C -1.065 -6.327 3.124
C 0.044 -6.586 2.330
C 0.829 -5.540 1.861
H 3.046 -3.599 3.298
H 2.035 -2.280 3.955
H 3.375 -1.887 2.884
H 3.237 -4.246 0.780
H 3.305 -2.610 0.096
H 2.080 -3.743 -0.486
H -0.884 -2.950 3.189
H -2.272 -4.796 4.033
H -1.687 -7.141 3.474
H 0.291 -7.605 2.059
H 1.672 -5.762 1.220
C -2.686 -3.123 6.701
C -1.325 -2.630 6.233
N -1.110 -1.213 6.484
C -1.604 -0.225 5.696
S -2.376 -0.509 4.243
N -1.396 1.026 6.179
C -1.811 2.241 5.486
C -3.291 2.548 5.660
H -2.784 -4.195 6.519
H -3.477 -2.605 6.160
H -2.819 -2.947 7.771
H -0.521 -3.172 6.736
H -1.207 -2.796 5.165
H -0.872 -0.957 7.429
H -0.700 1.127 6.897
H -1.555 2.147 4.431
H -1.210 3.052 5.901
H -3.900 1.771 5.202
H -3.533 3.497 5.179
H -3.547 2.623 6.719
```

- E_HOMO (eV) = -4.43
- total energy (hartree) = -7531.396079
- ΔE to the lowest compared entry with this formula, charge and spin (kcal per mole) = 4.0
- gap between HOMO and LUMO (eV) = 6.472
- total charge = -1

- What is the ΔE to the lowest compared entry with this formula, charge and spin in the first record?
  14.0 kcal per mole

- Among the records above, which one has the lowest ΔE to the lowest compared entry with this formula, charge and spin?
  number 3